{
  "formula": "C2H5FO2S",
  "method": "wB97M-V/def2-TZVPD",
  "elements": ["C", "O", "C", "O", "H", "H", "H", "H", "F", "S", "H"],
  "xyz": [[-0.925, -1.700, 0.543], [-0.012, -0.779, -0.058], [-0.255, -0.544, -1.351], [-0.034, 0.512, -1.890], [-0.408, -2.256, 1.442], [-1.266, -2.516, -0.293], [-1.887, -1.293, 0.894], [-0.913, -1.329, -1.678], [1.495, 3.296, 1.890], [2.614, 3.244, 0.658], [1.592, 3.365, -0.157]],
  "mulliken_charge": [-0.5719, -0.2348, 0.2915, -0.4559, 0.2018, 0.2622, 0.2826, 0.2261, -0.2518, 0.0776, 0.1724],
  "smiles": "COC=O.FS",
  "relative_energy_kj_mol": 108.09,
  "homo_ev": -9.5,
  "lumo_energy_ha": 0.00272,
  "max_force_ev_per_a": 3.43,
  "charge": 0,
  "homo_lumo_gap_ev": 9.62
}